# C7H10N4

The ion C7H10N4 with charge +2 in a non-equilibrium geometry (ωB97M-V/def2-TZVPD, OMol25).

E_HOMO (alpha / beta)   -0.59349 / -0.59349 Ha
Net charge   +2
Lowest unoccupied orbital energy (alpha / beta)   -9.7 / -9.7 eV
Frontier orbital gap (alpha / beta)   6.490 / 6.490 eV

CARTESIAN COORDINATES (ANGSTROEM)
C -0.50 0.86 0.24
C 2.69 -1.84 -0.12
C 0.58 -0.01 0.18
C 2.04 0.48 -0.03
C -2.59 -0.55 -0.17
C -3.43 -1.56 -0.20
C -1.92 0.71 0.05
N 1.52 -2.21 0.07
N 2.98 -0.44 -0.17
N 2.47 1.71 -0.11
N 0.54 -1.43 0.45
H -0.19 1.94 0.21
H 3.47 -2.56 -0.34
H -3.79 -2.07 0.72
H -3.85 -2.17 -1.05
H -2.71 1.00 0.87
H -2.29 1.34 -0.84
H 3.95 -0.20 -0.28
H 2.05 2.61 -0.26
H 3.42 1.79 -0.29
H -0.35 -1.93 0.48

These are the Mulliken partial charges, in e, on atoms 1 to 4: number 1, C, carries -0.81; number 2, C, carries -0.11; number 3, C, carries 0.79; number 4, C, carries 0.52

---

# C3H9N2

The ion C3H9N2 with charge +1 in a non-equilibrium geometry (ωB97M-V/def2-TZVPD, OMol25).

E_HOMO   -0.53410 Ha
Net charge   +1
Lowest unoccupied orbital energy   -5.4 eV
SMILES   C=[N+](C)CN
Frontier orbital gap   9.161 eV

CARTESIAN COORDINATES (ANGSTROEM)
C 0.38 1.19 -0.21
N 1.49 0.61 -0.90
H 0.59 1.53 0.82
H -0.35 1.97 -0.51
H 1.30 0.46 -1.89
H 2.39 0.79 -0.48
C 0.16 -1.31 0.89
C -1.76 -0.17 -0.25
N -0.54 -0.04 0.24
H -0.01 -1.00 1.98
H -0.40 -2.24 0.63
H 1.17 -1.32 0.79
H -1.87 0.21 -1.27
H -2.53 -0.67 0.15

These are the Mulliken partial charges, in e, on atoms 1 to 4: number 1, C, carries -0.61; number 2, N, carries -0.42; number 3, H, carries 0.34; number 4, H, carries 0.47

---

# C43H51As2Br2CsN6O3P2

A structure of composition C43H51As2Br2CsN6O3P2 in a non-equilibrium geometry (ωB97M-V/def2-TZVPD, OMol25).

E_HOMO   -0.24062 Ha
Net charge   0
Lowest unoccupied orbital energy   -0.2 eV
Frontier orbital gap   6.381 eV

CARTESIAN COORDINATES (ANGSTROEM)
Cs 2.06 1.28 0.21
C -1.99 -0.92 -0.86
C -2.50 -2.33 -0.58
As -1.22 -3.33 0.53
C -2.35 -4.91 0.79
C -2.74 -5.62 -0.34
C -3.50 -6.78 -0.23
C -3.86 -7.25 1.02
C -3.47 -6.56 2.16
C -2.71 -5.40 2.04
C -1.58 -2.39 2.21
C -2.86 -2.19 2.72
C -3.04 -1.51 3.92
C -1.94 -1.01 4.60
C -0.67 -1.19 4.09
C -0.49 -1.87 2.89
As -0.95 -0.68 -2.51
C -0.04 -2.38 -2.63
C -0.58 -3.56 -3.12
C 0.16 -4.74 -3.07
C 1.44 -4.74 -2.54
C 2.00 -3.56 -2.07
C 1.26 -2.38 -2.14
C -2.35 -0.92 -3.85
C -1.94 -0.97 -5.18
C -2.86 -1.10 -6.21
C -4.21 -1.17 -5.92
C -4.64 -1.13 -4.60
C -3.71 -1.01 -3.57
H -1.35 -0.55 -0.05
H -2.80 -0.19 -0.94
H -2.65 -2.90 -1.49
H -3.46 -2.30 -0.06
H -2.44 -5.28 -1.33
H -3.79 -7.32 -1.12
H -4.45 -8.15 1.11
H -3.74 -6.93 3.14
H -2.41 -4.87 2.94
H -3.73 -2.60 2.21
H -4.04 -1.38 4.31
H -2.09 -0.48 5.54
H 0.19 -0.79 4.62
H 0.51 -1.99 2.49
H -1.59 -3.57 -3.53
H -0.27 -5.66 -3.45
H 2.00 -5.66 -2.49
H 2.99 -3.55 -1.64
H 1.69 -1.45 -1.78
H -0.88 -0.93 -5.42
H -2.52 -1.14 -7.24
H -4.94 -1.28 -6.72
H -5.69 -1.19 -4.37
H -4.07 -0.97 -2.55
C 3.76 3.88 2.92
C 4.38 2.53 3.12
C 5.59 2.40 3.84
C 6.11 1.16 4.06
C 5.45 0.01 3.56
C 5.91 -1.31 3.75
Br 7.49 -1.65 4.74
C 5.22 -2.36 3.21
C 4.06 -2.14 2.46
Br 3.19 -3.64 1.71
C 3.53 -0.87 2.21
O 2.49 -0.66 1.50
C 4.26 0.23 2.82
N 3.75 1.49 2.63
H 3.29 4.23 3.84
H 2.99 3.83 2.15
H 4.50 4.63 2.63
H 6.09 3.28 4.22
H 7.03 1.04 4.61
H 5.58 -3.37 3.36
N -1.59 2.85 -2.25
N -1.05 2.64 -3.54
C 0.22 2.24 -3.72
N 0.58 1.82 -4.95
N 1.00 2.38 -2.67
N 2.27 1.92 -2.70
O 2.64 1.07 -3.51
O 2.98 2.32 -1.79
H -1.67 3.86 -2.13
H -0.88 2.54 -1.58
H -1.74 2.30 -4.21
H -0.13 1.64 -5.63
H 1.43 1.28 -4.98
C -2.64 2.87 1.95
P -0.85 3.12 1.63
C -0.20 3.09 3.36
C -0.86 4.95 1.33
C 0.52 5.52 0.97
P 1.15 4.66 -0.55
C 2.85 5.38 -0.66
C 0.35 5.74 -1.82
H -3.03 3.59 2.68
H -2.80 1.86 2.32
H -3.20 2.98 1.02
H -0.39 4.03 3.88
H 0.87 2.89 3.37
H -0.68 2.28 3.90
H -1.27 5.44 2.21
H -1.57 5.14 0.51
H 1.22 5.32 1.79
H 0.48 6.60 0.83
H 2.85 6.46 -0.53
H 3.28 5.13 -1.62
H 3.49 4.93 0.11
H 0.65 6.78 -1.70
H -0.74 5.69 -1.74
H 0.62 5.40 -2.82

These are the Mulliken partial charges, in e, on atoms 1 to 4: number 1, Cs, carries 1.41; number 2, C, carries -1.69; number 3, C, carries -1.08; number 4, As, carries 0.89

---

# C9H7N3

An isolated molecule of C9H7N3 in a non-equilibrium geometry (ωB97M-V/def2-TZVPD, OMol25).

E_HOMO (alpha / beta)   -0.30822 / -0.28278 Ha
Net charge   0
Lowest unoccupied orbital energy (alpha / beta)   -1.0 / -0.7 eV
Frontier orbital gap (alpha / beta)   7.423 / 6.965 eV

CARTESIAN COORDINATES (ANGSTROEM)
C -2.93 0.87 -0.71
C 2.31 0.22 -0.76
C 2.24 1.44 -0.01
C 1.21 -0.54 -0.96
C 1.08 1.88 0.51
C -1.21 -0.83 -0.53
C -0.05 -0.15 -0.41
C -0.14 1.11 0.38
C -2.44 -0.26 -0.02
N -3.35 1.75 -1.32
N -1.21 1.45 0.95
N -3.27 -0.93 0.83
H 3.26 -0.07 -1.18
H 3.15 2.01 0.12
H 1.26 -1.46 -1.53
H 1.02 2.79 1.08
H -1.25 -1.80 -1.00
H -4.06 -0.41 1.18
H -2.83 -1.54 1.50

These are the Mulliken partial charges, in e, on atoms 1 to 4: number 1, C, carries 0.27; number 2, C, carries -0.34; number 3, C, carries -0.49; number 4, C, carries -0.85

---

# C28H81F3N12O13S

A cluster of 11 separate species, C28H81F3N12O13S in total in a non-equilibrium geometry (ωB97M-V/def2-TZVPD, OMol25).

E_HOMO   -0.31591 Ha
Net charge   0
Lowest unoccupied orbital energy   -0.1 eV
Frontier orbital gap   8.462 eV

CARTESIAN COORDINATES (ANGSTROEM)
O 14.91 -3.64 15.52
H 14.95 -4.18 14.73
H 14.03 -3.27 15.58
H 15.06 -4.19 16.30
C 14.25 -0.81 11.06
F 14.05 -0.63 9.78
F 15.51 -0.75 11.37
F 13.58 0.03 11.79
S 13.70 -2.55 11.50
O 13.84 -2.69 12.94
O 12.27 -2.70 11.05
O 14.54 -3.40 10.71
C 12.91 2.48 7.46
O 12.73 3.46 8.10
N 13.91 1.66 7.57
N 12.02 2.05 6.64
H 13.81 0.74 7.16
H 14.42 1.70 8.44
H 11.10 2.47 6.64
H 12.09 1.24 6.06
C 13.33 -3.65 7.36
O 13.24 -3.88 6.12
N 14.44 -3.65 8.03
N 12.39 -3.26 8.14
H 15.31 -3.80 7.54
H 14.44 -3.45 9.02
H 11.52 -3.04 7.68
H 12.48 -3.06 9.12
C 8.94 -5.41 10.53
O 8.54 -4.99 11.59
N 9.89 -4.88 9.82
N 8.49 -6.54 10.03
H 10.20 -3.94 10.05
H 10.27 -5.39 9.03
H 7.77 -6.99 10.59
H 8.70 -6.96 9.14
C 8.38 -2.34 14.13
C 9.61 -2.01 13.24
C 10.45 -0.88 13.73
O 9.74 0.34 13.64
C 10.51 1.46 14.09
N 10.37 -3.20 13.17
H 8.77 -2.68 15.09
H 7.69 -3.10 13.78
H 7.75 -1.50 14.41
H 9.42 -1.77 12.20
H 11.34 -0.84 13.10
H 10.85 -1.06 14.73
H 11.54 1.50 13.72
H 10.48 1.48 15.18
H 9.96 2.36 13.81
H 9.68 -3.80 12.75
H 11.00 -3.01 12.41
C 11.85 -5.02 16.75
C 11.25 -3.78 16.34
C 10.84 -2.78 17.46
O 10.38 -1.52 16.93
C 9.81 -0.62 17.88
N 12.22 -3.22 15.50
H 11.25 -5.52 17.51
H 12.92 -5.07 16.91
H 11.73 -5.73 15.93
H 10.31 -3.96 15.81
H 11.63 -2.57 18.18
H 10.03 -3.24 18.02
H 10.29 -0.67 18.86
H 8.74 -0.82 18.00
H 9.91 0.35 17.41
H 11.94 -3.36 14.54
H 11.99 -2.24 15.50
C 9.97 5.42 13.45
C 10.98 6.22 12.65
C 11.73 5.35 11.56
O 12.50 4.50 12.34
C 12.96 3.20 11.81
N 10.41 7.45 12.23
H 9.46 4.71 12.79
H 9.49 6.15 14.10
H 10.53 4.86 14.20
H 11.76 6.62 13.30
H 12.35 5.96 10.89
H 11.08 4.85 10.84
H 13.38 2.59 12.62
H 13.70 3.33 11.03
H 12.14 2.65 11.35
H 10.97 8.09 11.69
H 10.33 7.93 13.11
C 13.09 -5.68 13.05
C 14.36 -6.41 13.38
C 14.79 -7.53 12.44
O 16.16 -7.97 12.90
C 16.72 -8.99 12.06
N 15.36 -5.34 13.38
H 12.90 -4.74 13.58
H 12.31 -6.37 13.35
H 13.03 -5.36 12.01
H 14.39 -6.88 14.36
H 14.64 -7.22 11.40
H 14.05 -8.34 12.42
H 17.80 -8.93 12.16
H 16.46 -8.95 11.00
H 16.39 -9.96 12.43
H 15.23 -4.88 12.49
H 16.26 -5.74 13.18
C 20.84 -5.56 13.19
C 19.31 -5.42 13.08
C 18.79 -5.68 11.68
O 17.38 -5.30 11.58
C 16.94 -5.59 10.27
N 18.80 -6.54 13.95
H 21.24 -6.56 12.98
H 21.13 -5.31 14.21
H 21.43 -4.99 12.47
H 19.05 -4.46 13.54
H 18.93 -6.75 11.51
H 19.45 -5.11 11.04
H 15.88 -5.34 10.17
H 17.24 -6.57 9.89
H 17.34 -4.97 9.47
H 17.80 -6.55 14.00
H 19.05 -7.48 13.68
C 14.13 -0.08 14.70
C 14.21 0.12 16.25
C 13.12 0.99 16.78
O 13.28 1.38 18.15
C 12.34 2.27 18.63
N 14.16 -1.18 16.85
H 14.93 -0.57 14.16
H 14.12 0.94 14.32
H 13.20 -0.62 14.55
H 15.15 0.54 16.62
H 12.14 0.54 16.63
H 13.23 1.92 16.22
H 12.45 3.18 18.05
H 12.39 2.50 19.69
H 11.29 1.97 18.52
H 13.66 -0.89 17.68
H 15.13 -1.42 16.99

These are the Mulliken partial charges, in e, on atoms 1 to 4: number 1, O, carries -0.30; number 2, H, carries 0.48; number 3, H, carries 0.22; number 4, H, carries 0.51

---

# C4H13NO2

A cluster of 2 separate species, C4H13NO2 in total (ωB97M-V/def2-TZVPD, OMol25).

E_HOMO   -0.33977 Ha
Net charge   0
Lowest unoccupied orbital energy   0.7 eV
SMILES   NCCCCO.O
Frontier orbital gap   9.916 eV

CARTESIAN COORDINATES (ANGSTROEM)
C 0.25 1.37 1.94
O 0.32 1.00 3.33
C 0.62 0.17 1.06
C -0.58 -0.73 0.73
C -0.49 -1.33 -0.65
N 0.70 -2.18 -0.81
H 0.87 2.23 1.70
H -0.80 1.64 1.75
H 0.92 1.61 3.79
H 1.33 -0.42 1.61
H 1.11 0.51 0.14
H -1.50 -0.16 0.87
H -0.60 -1.52 1.48
H -1.36 -1.96 -0.87
H -0.53 -0.54 -1.42
H 0.82 -2.35 -1.80
H 1.52 -1.64 -0.55
H -0.63 2.03 -3.64
H -1.43 1.07 -4.53
O -0.55 1.21 -4.14

These are the Mulliken partial charges, in e, on atoms 1 to 4: number 1, C, carries -0.60; number 2, O, carries -0.52; number 3, C, carries -0.56; number 4, C, carries -0.49

---

# C23H25N5

An isolated molecule of C23H25N5 in a non-equilibrium geometry (ωB97M-V/def2-TZVPD, OMol25).

E_HOMO   -0.26789 Ha
Net charge   0
Lowest unoccupied orbital energy   0.7 eV
SMILES   Cc1nn2c(NCc3ccccn3)cc(C(C)(C)C)nc2c1-c1ccccc1
Frontier orbital gap   8.009 eV

CARTESIAN COORDINATES (ANGSTROEM)
C 2.59 -3.10 -0.33
C 1.65 -1.95 -0.42
N 1.97 -0.82 0.20
N 0.99 0.05 -0.07
C 0.87 1.34 0.34
N 1.83 1.96 1.07
H 1.54 2.85 1.45
C 2.81 1.30 1.89
C 2.45 1.38 3.36
N 1.52 2.26 3.69
C 1.18 2.38 4.96
C 1.76 1.63 5.98
C 2.74 0.71 5.63
C 3.09 0.58 4.30
H 3.85 -0.13 3.99
H 3.22 0.11 6.39
H 1.46 1.77 7.00
H 0.41 3.11 5.17
H 3.78 1.79 1.74
H 2.90 0.26 1.57
C -0.26 2.02 -0.10
C -1.19 1.39 -0.95
N -1.03 0.15 -1.34
C 0.03 -0.52 -0.91
C 0.45 -1.84 -1.14
C -0.24 -2.82 -1.96
C -0.14 -4.19 -1.72
C -0.80 -5.09 -2.53
C -1.57 -4.66 -3.59
C -1.69 -3.30 -3.83
C -1.03 -2.39 -3.03
H -1.13 -1.33 -3.21
H -2.30 -2.95 -4.65
H -2.08 -5.37 -4.22
H -0.71 -6.15 -2.32
H 0.43 -4.54 -0.88
C -2.42 2.13 -1.43
C -3.20 1.25 -2.41
H -4.11 1.76 -2.72
H -2.60 1.04 -3.29
H -3.47 0.31 -1.94
C -3.31 2.45 -0.22
H -4.20 2.97 -0.55
H -2.78 3.08 0.49
H -3.60 1.54 0.28
C -2.01 3.42 -2.14
H -1.52 4.11 -1.46
H -1.33 3.21 -2.96
H -2.89 3.92 -2.54
H -0.39 3.04 0.21
H 2.64 -3.63 -1.28
H 3.58 -2.74 -0.05
H 2.26 -3.81 0.44

These are the Mulliken partial charges, in e, on atoms 1 to 4: number 1, C, carries -1.64; number 2, C, carries 0.79; number 3, N, carries -1.68; number 4, N, carries 0.75

---

# CH8N2S

A cluster of 2 separate species, CH8N2S in total (ωB97M-V/def2-TZVPD, OMol25).

E_HOMO   -0.32590 Ha
Net charge   0
Lowest unoccupied orbital energy   0.8 eV
SMILES   NCN.S
Frontier orbital gap   9.640 eV

CARTESIAN COORDINATES (ANGSTROEM)
S 1.06 -2.22 0.00
H 0.24 -1.71 -0.95
H 2.10 -2.44 -0.82
N -1.54 1.14 0.98
C -1.14 1.66 -0.31
N 0.26 1.88 -0.56
H -1.03 0.30 1.26
H -1.43 1.82 1.71
H -1.54 1.01 -1.09
H -1.67 2.59 -0.49
H 0.67 2.60 0.02
H 0.84 1.06 -0.57

These are the Mulliken partial charges, in e, on atoms 1 to 4: number 1, S, carries -0.32; number 2, H, carries 0.15; number 3, H, carries 0.16; number 4, N, carries -0.55

---

# C5H10N2O6

A cluster of 2 separate species, C5H10N2O6 in total in a non-equilibrium geometry (ωB97M-V/def2-TZVPD, OMol25).

E_HOMO (alpha / beta)   -0.39803 / -0.37975 Ha
Net charge   0
Lowest unoccupied orbital energy (alpha / beta)   -3.1 / -1.7 eV
Frontier orbital gap (alpha / beta)   7.757 / 8.677 eV

CARTESIAN COORDINATES (ANGSTROEM)
C -1.33 -2.09 -0.74
C -0.24 -1.29 -0.10
C -0.04 -1.61 1.37
C -0.60 0.26 -0.33
C 0.65 1.12 0.04
O 1.60 0.39 -0.53
O 3.24 1.78 0.27
N 3.87 1.84 -0.77
O 5.04 2.47 -0.90
O -1.72 0.49 0.45
N -2.19 1.80 0.06
O -3.17 2.16 0.79
O -1.67 2.33 -0.84
H -2.29 -1.89 -0.26
H -1.41 -1.82 -1.81
H -1.09 -3.15 -0.65
H 0.70 -1.50 -0.62
H -0.96 -1.39 1.92
H 0.16 -2.69 1.46
H 0.79 -1.07 1.82
H -0.71 0.44 -1.42
H 0.53 2.16 -0.35
H 0.83 1.24 1.15

These are the Mulliken partial charges, in e, on atoms 1 to 4: number 1, C, carries -1.44; number 2, C, carries 0.61; number 3, C, carries -1.37; number 4, C, carries -0.04

---

# C5H10NO3P

An isolated molecule of C5H10NO3P in a non-equilibrium geometry (ωB97M-V/def2-TZVPD, OMol25).

E_HOMO   -0.35024 Ha
Net charge   0
Lowest unoccupied orbital energy   0.7 eV
SMILES   C[C@@H]1OC(=O)N(P)[C@H]1CO
Frontier orbital gap   10.188 eV

CARTESIAN COORDINATES (ANGSTROEM)
C -1.04 -1.46 0.24
C 0.40 0.46 -0.15
C 1.18 -0.77 0.34
C 2.05 -1.26 -0.87
C 0.20 1.52 0.89
N -1.10 -0.26 -0.45
O -1.94 -2.19 0.40
O 0.20 -1.69 0.70
O -0.57 2.65 0.23
P -2.56 0.70 -0.50
H 0.65 0.88 -1.10
H 1.74 -0.69 1.33
H 2.86 -1.94 -0.66
H 2.58 -0.40 -1.43
H 1.28 -1.83 -1.52
H 1.15 2.00 1.09
H -0.43 1.24 1.73
H -0.54 2.59 -0.71
H -2.54 0.90 0.88
H -3.58 -0.44 -0.42

These are the Mulliken partial charges, in e, on atoms 1 to 4: number 1, C, carries 0.45; number 2, C, carries -0.30; number 3, C, carries 0.24; number 4, C, carries -1.24